1.
The following is a quantum chemistry calculation of a structure of composition C26H34AgN2STe, from OMol25.

```
! RIJCOSX wB97M-V def2-TZVPD def2/J DEFGRID3
* xyz -1 1
Ag 1.073 -0.316 -0.400
C -0.059 -4.397 -2.258
C -0.602 -3.565 -3.425
C -1.746 -2.694 -2.953
C -3.037 -3.200 -3.043
C -4.116 -2.536 -2.486
C -3.887 -1.369 -1.776
C -2.612 -0.829 -1.660
C -2.422 0.389 -0.792
C -2.245 -0.012 0.678
C -1.529 -1.464 -2.294
N -0.238 -0.911 -2.222
C 0.394 -0.653 -3.324
C 1.731 -0.200 -3.399
C 2.524 -0.056 -4.556
C 3.759 0.401 -4.118
C 3.647 0.535 -2.720
N 2.437 0.184 -2.288
H 0.707 -5.096 -2.598
H -0.863 -4.962 -1.782
H 0.386 -3.740 -1.509
H -0.956 -4.226 -4.219
H 0.215 -2.978 -3.835
H -3.194 -4.141 -3.561
H -5.119 -2.933 -2.584
H -4.716 -0.859 -1.296
H -3.296 1.040 -0.879
H -1.550 0.952 -1.117
H -3.122 -0.558 1.036
H -2.093 0.867 1.306
H -1.373 -0.659 0.795
H -0.129 -0.776 -4.278
H 2.228 -0.309 -5.565
H 4.632 0.622 -4.715
H 4.394 0.896 -2.024
C 0.152 0.427 7.768
C 0.455 0.496 6.294
C 0.470 -0.642 5.500
C 0.843 -0.598 4.161
C 0.801 -1.861 3.345
C 1.245 0.617 3.584
Te 2.312 0.680 1.734
C 1.118 1.792 4.346
C 1.366 3.163 3.769
C 0.744 1.708 5.684
H -0.092 -0.593 8.069
H -0.687 1.075 8.031
H 1.016 0.753 8.351
H 0.201 -1.596 5.944
H 0.500 -2.716 3.953
H 1.775 -2.062 2.898
H 0.086 -1.753 2.526
H 1.274 3.145 2.686
H 2.372 3.516 4.010
H 0.650 3.881 4.176
H 0.687 2.620 6.273
C -0.934 4.221 -2.839
S 0.135 2.779 -2.565
C 1.703 3.640 -2.330
H -0.667 4.710 -3.775
H -0.832 4.918 -2.008
H -1.958 3.856 -2.890
H 1.601 4.376 -1.532
H 2.010 4.122 -3.258
H 2.427 2.880 -2.044
*
```

Calculated values
* E_tot: -1933.9041 hartree
* ΔE to the lowest compared entry with this formula, charge and spin: 0.0 kJ/mol
* frontier orbital gap: 6.5 eV
* highest occupied orbital energy: -3.88 eV
* largest force on an atom: 0.49 eV/Å

=====

2.
The following is a quantum chemistry calculation of a structure of composition C26H34KN6O3 in a non-equilibrium geometry, from OMol25.

```
! RIJCOSX wB97M-V def2-TZVPD def2/J DEFGRID3
* xyz -1 1
K -0.749 0.182 0.461
C 0.824 0.303 4.781
C 0.860 0.326 3.245
O -0.261 0.359 2.658
C 2.146 0.306 2.668
C 2.514 0.305 1.249
C 3.985 0.302 0.902
N 1.617 0.307 0.322
N 2.075 0.317 -1.007
C 1.091 0.298 -1.887
O -0.177 0.263 -1.710
C 1.591 0.310 -3.327
C 2.950 0.331 -3.642
C 3.375 0.338 -4.964
C 2.447 0.324 -6.003
C 1.091 0.302 -5.699
C 0.669 0.295 -4.369
H -0.217 0.295 5.105
H 1.322 1.181 5.204
H 1.327 -0.584 5.179
H 2.972 0.281 3.371
H 4.597 0.303 1.806
H 4.234 1.172 0.289
H 4.233 -0.570 0.292
H 3.657 0.341 -2.822
H 4.435 0.354 -5.188
H 2.779 0.329 -7.036
H 0.358 0.288 -6.499
H -0.382 0.272 -4.103
C -4.814 1.145 1.709
C -3.800 1.107 0.591
O -3.257 0.070 0.254
N -3.542 2.322 0.012
C -2.422 2.597 -0.899
C -1.394 3.481 -0.221
C -1.388 4.862 -0.355
C -0.421 5.583 0.329
C 0.499 4.911 1.111
C 0.421 3.524 1.186
N -0.509 2.836 0.532
H -5.210 0.144 1.851
H -5.628 1.843 1.501
H -4.315 1.455 2.631
H -3.970 3.118 0.454
H -2.802 3.072 -1.803
H -1.944 1.656 -1.178
H -2.110 5.357 -0.994
H -0.383 6.663 0.242
H 1.272 5.444 1.650
H 1.121 2.931 1.775
C 0.565 -2.850 -0.299
C 0.584 -4.409 -0.299
N -0.520 -4.941 0.520
C -1.789 -4.451 -0.036
C -1.815 -2.892 -0.043
N -0.561 -2.386 0.519
C -0.397 -2.865 1.893
C -0.379 -4.424 1.890
H 0.446 -2.440 -1.304
H 1.481 -2.427 0.115
H 1.521 -4.795 0.108
H 0.477 -4.810 -1.309
H -2.603 -4.860 0.567
H -1.894 -4.855 -1.046
H -2.643 -2.498 0.549
H -1.915 -2.491 -1.055
H -1.216 -2.468 2.498
H 0.531 -2.444 2.288
H -1.195 -4.835 2.490
H 0.556 -4.810 2.302
*
```

Calculated values
* E_tot: -2165.3921 hartree
* ΔE to the lowest compared entry with this formula, charge and spin: 102.9 kJ/mol
* frontier orbital gap: 5.0 eV
* highest occupied orbital energy: -2.80 eV
* largest force on an atom: 2.29 eV/Å

=====

3.
The following is a quantum chemistry calculation of the molecule C26H34N2O3, from OMol25.

```
! RIJCOSX wB97M-V def2-TZVPD def2/J DEFGRID3
* xyz 0 1
C 0.947 7.082 0.847
C 0.995 6.632 2.303
C 1.844 5.379 2.516
C 1.240 4.128 1.879
C 2.062 2.883 2.204
C 1.570 1.638 1.465
C 2.485 0.424 1.724
N 1.596 -0.661 2.053
C 0.298 -0.331 2.108
O -0.619 -1.109 2.300
C 0.171 1.172 1.900
C -0.948 1.486 0.898
C -0.632 0.880 -0.462
O -0.081 1.509 -1.348
N -0.995 -0.408 -0.584
H -1.367 -0.898 0.217
C -0.728 -1.183 -1.778
C -1.916 -2.022 -2.159
C -2.574 -1.837 -3.363
C -3.666 -2.615 -3.715
C -4.123 -3.599 -2.847
C -3.469 -3.785 -1.628
C -2.383 -3.008 -1.293
H -1.889 -3.167 -0.346
H -3.836 -4.551 -0.962
O -5.181 -4.424 -3.085
C -5.883 -4.284 -4.296
H -6.673 -5.034 -4.267
H -6.333 -3.290 -4.389
H -5.237 -4.473 -5.160
H -4.149 -2.440 -4.663
H -2.232 -1.073 -4.046
H 0.144 -1.830 -1.608
H -0.482 -0.467 -2.566
H -1.887 1.080 1.279
H -1.042 2.565 0.776
H -0.100 1.610 2.868
C 2.081 -2.011 2.250
C 2.203 -2.744 0.939
C 1.109 -3.434 0.434
C 1.185 -4.073 -0.792
C 2.359 -4.024 -1.525
C 3.455 -3.339 -1.028
C 3.377 -2.701 0.199
H 4.238 -2.176 0.587
H 4.372 -3.300 -1.596
H 2.420 -4.520 -2.482
H 0.329 -4.607 -1.177
H 0.196 -3.462 1.011
H 3.047 -1.959 2.761
H 1.354 -2.518 2.892
H 3.081 0.168 0.843
H 3.169 0.610 2.562
H 1.550 1.857 0.395
H 2.041 2.700 3.282
H 3.101 3.065 1.919
H 1.198 4.247 0.796
H 0.220 4.003 2.246
H 1.952 5.208 3.590
H 2.842 5.547 2.107
H 1.412 7.441 2.908
H -0.021 6.445 2.659
H 1.953 7.241 0.465
H 0.455 6.341 0.224
H 0.396 8.016 0.760
*
```

Calculated values
* E_tot: -1346.4316 hartree
* ΔE to the lowest compared entry with this formula, charge and spin: 7.7 kJ/mol
* frontier orbital gap: 9.2 eV
* highest occupied orbital energy: -8.42 eV
* largest force on an atom: 0.55 eV/Å
* SMILES string: CCCCC[C@H]1CN(Cc2ccccc2)C(=O)[C@@H]1CC(=O)NCc1ccc(OC)cc1

=====

4.
The following is a quantum chemistry calculation of a structure of composition C26H34N3OPW, from OMol25.

```
! RIJCOSX wB97M-V def2-TZVPD def2/J DEFGRID3
* xyz 2 1
W -0.010 0.391 -0.248
N -2.237 0.223 2.105
P -1.254 -1.010 1.474
C -1.778 -2.519 2.288
C -2.691 -3.346 1.629
C -3.149 -4.495 2.251
C -2.692 -4.824 3.520
C -1.780 -4.006 4.176
C -1.320 -2.853 3.564
C 0.437 -0.656 2.052
C 1.457 -1.633 1.969
C 2.748 -1.316 2.319
C 3.065 -0.019 2.739
C 2.086 0.947 2.819
C 0.765 0.634 2.483
C -2.501 1.365 1.375
C -3.574 2.195 1.714
C -3.821 3.313 0.957
C -3.001 3.593 -0.140
C -1.962 2.747 -0.409
N -1.689 1.645 0.337
H -2.799 0.067 2.930
H -3.043 -3.087 0.638
H -3.858 -5.137 1.747
H -3.046 -5.725 4.001
H -1.428 -4.269 5.164
H -0.605 -2.217 4.073
H 1.204 -2.644 1.667
H 3.521 -2.072 2.278
H 4.083 0.218 3.017
H 2.328 1.944 3.164
H -0.019 1.369 2.634
H -4.196 1.936 2.560
H -4.648 3.965 1.204
H -3.165 4.461 -0.760
H -1.282 2.927 -1.229
C 3.623 2.196 -1.101
C 2.153 2.404 -1.490
C 1.834 3.906 -1.496
C 1.899 1.829 -2.884
C 1.292 1.750 -0.431
H 4.276 2.644 -1.851
H 3.867 1.133 -1.029
H 3.844 2.663 -0.140
H 2.507 4.427 -2.178
H 1.959 4.343 -0.504
H 0.813 4.095 -1.831
H 2.480 2.375 -3.628
H 0.845 1.916 -3.162
H 2.205 0.782 -2.949
H 1.486 2.241 0.534
C 1.135 -2.328 -3.960
N 0.646 -1.454 -2.883
C 1.307 -1.545 -1.587
C -0.433 -0.708 -3.007
C -1.208 -0.615 -4.273
O -0.876 -0.055 -1.997
H 2.180 -2.557 -3.775
H 1.064 -1.828 -4.920
H 0.565 -3.256 -3.985
H 2.305 -1.956 -1.722
H 0.767 -2.192 -0.895
H 1.591 -0.525 -1.182
H -0.581 -0.634 -5.160
H -1.795 0.299 -4.250
H -1.897 -1.461 -4.328
*
```

Calculated values
* E_tot: -1658.5425 hartree
* ΔE to the lowest compared entry with this formula, charge and spin: 59.0 kJ/mol
* frontier orbital gap (spin up / spin down): 6.9 / 7.0 eV
* highest occupied orbital energy (spin up / spin down): -13.16 / -13.36 eV
* largest force on an atom: 0.93 eV/Å

=====

5.
The following is a quantum chemistry calculation of the molecule C26H34N4O5 in a non-equilibrium geometry, from OMol25.

```
! RIJCOSX wB97M-V def2-TZVPD def2/J DEFGRID3
* xyz 0 1
C 1.561 2.742 0.198
H 0.685 3.360 0.380
H 2.197 3.258 -0.517
C 2.302 2.511 1.521
N 3.452 1.638 1.497
C 3.262 0.260 1.861
H 2.886 0.232 2.892
C 2.280 -0.544 0.991
H 2.627 -0.581 -0.043
H 1.310 -0.045 1.014
C 2.076 -1.963 1.524
N 1.014 -2.611 0.770
C 1.255 -3.400 -0.307
C 0.220 -3.832 -1.083
C -1.094 -3.391 -0.808
C -1.346 -2.610 0.278
C -0.280 -2.214 1.154
O -0.429 -1.548 2.168
C -2.699 -2.005 0.546
C -3.682 -2.492 -0.496
C -3.314 -3.297 -1.519
N -4.177 -3.802 -2.454
H -3.754 -4.144 -3.301
H -5.059 -3.325 -2.550
O -2.053 -3.774 -1.700
C -4.999 -2.033 -0.414
N -6.085 -1.655 -0.351
C -2.578 -0.494 0.522
C -2.959 0.260 1.615
C -2.775 1.628 1.634
C -2.229 2.284 0.540
C -1.910 1.548 -0.614
C -2.053 0.154 -0.599
O -1.738 -0.621 -1.697
C -0.437 -0.485 -2.231
H -0.338 -1.279 -2.970
H -0.290 0.485 -2.707
H 0.319 -0.623 -1.451
O -1.422 2.109 -1.772
C -1.922 3.364 -2.182
H -1.718 3.423 -3.251
H -1.420 4.186 -1.668
H -2.999 3.437 -2.015
O -1.968 3.631 0.516
C -2.322 4.402 1.637
H -3.398 4.358 1.834
H -2.045 5.425 1.386
H -1.773 4.088 2.531
H -3.048 2.178 2.519
H -3.372 -0.231 2.482
H -3.037 -2.291 1.551
H 0.388 -4.468 -1.934
C 2.663 -3.792 -0.633
H 3.281 -2.916 -0.821
H 3.108 -4.359 0.184
H 2.670 -4.414 -1.523
H 2.993 -2.547 1.480
H 1.735 -1.905 2.562
H 4.242 -0.224 1.851
C 4.541 1.968 0.614
C 4.535 1.329 -0.782
H 4.687 0.254 -0.714
H 3.598 1.518 -1.298
H 5.346 1.747 -1.374
H 5.477 1.680 1.113
H 4.548 3.055 0.508
H 2.638 3.489 1.893
H 1.604 2.101 2.254
H 1.224 1.809 -0.244
*
```

Calculated values
* E_tot: -1606.3319 hartree
* ΔE to the lowest compared entry with this formula, charge and spin: 399.6 kJ/mol
* frontier orbital gap: 8.4 eV
* highest occupied orbital energy: -7.83 eV
* largest force on an atom: 1.22 eV/Å
* SMILES string: CCN(CC)CCCn1c(C)cc2c(c1=O)[C@@H](c1ccc(OC)c(OC)c1OC)C(C#N)=C(N)O2

=====

6.
The following is a quantum chemistry calculation of a structure of composition C26H35BrGeIrN2O4 in a non-equilibrium geometry, from OMol25.

```
! RIJCOSX wB97M-V def2-TZVPD def2/J DEFGRID3
* xyz 2 2
Ir 0.460 0.199 0.795
C 1.709 -3.037 0.112
O 0.790 -2.316 0.913
C 0.890 -2.645 2.297
C -0.367 -2.153 3.012
O -0.598 -0.795 2.678
C -1.107 0.067 3.684
C -0.414 1.423 3.581
O -0.533 1.899 2.244
C -0.064 3.231 2.107
H 1.486 -4.108 0.147
H 2.740 -2.878 0.438
H 1.587 -2.681 -0.907
H 1.786 -2.169 2.716
H 0.969 -3.730 2.416
H -0.223 -2.268 4.089
H -1.232 -2.750 2.693
H -0.941 -0.347 4.681
H -2.184 0.201 3.535
H 0.645 1.338 3.849
H -0.902 2.126 4.265
H -0.631 3.895 2.766
H -0.226 3.527 1.073
H 0.996 3.299 2.359
Br 7.809 -0.826 -0.269
C 6.067 -0.431 0.357
C 5.825 -0.342 1.742
C 4.580 -0.017 2.190
C 3.487 0.236 1.302
O 2.360 0.548 1.792
C 3.749 0.125 -0.124
C 2.777 0.362 -1.129
N 1.550 0.794 -0.953
C 0.811 1.318 -1.995
C 1.426 1.851 -3.151
C 0.683 2.536 -4.091
C -0.659 2.794 -3.878
C -1.301 2.328 -2.715
C -2.612 2.711 -2.364
C -3.112 2.341 -1.109
C -2.425 1.485 -0.309
N -1.226 0.869 -0.739
C -0.574 1.497 -1.827
C 5.044 -0.208 -0.545
H 6.631 -0.522 2.438
H 4.383 0.086 3.246
H 3.113 0.149 -2.142
H 2.491 1.758 -3.276
H 1.168 2.905 -4.982
H -1.228 3.361 -4.597
H -3.178 3.356 -3.014
H -4.055 2.743 -0.774
H -2.769 1.180 0.667
H 5.251 -0.263 -1.603
C -2.616 -3.213 -1.908
Ge -3.199 -1.361 -1.501
C -4.403 -1.260 0.083
C -3.832 -0.398 -3.114
C -1.354 -0.579 -0.825
H -3.493 -3.835 -2.057
H -2.030 -3.644 -1.100
H -2.027 -3.244 -2.821
H -5.201 -1.985 -0.043
H -4.858 -0.281 0.188
H -3.873 -1.506 1.000
H -4.606 -1.010 -3.571
H -3.033 -0.270 -3.840
H -4.260 0.571 -2.879
H -0.582 -0.994 -1.474
H -1.336 -1.042 0.170
*
```

Calculated values
* E_tot: -6176.7740 hartree
* ΔE to the lowest compared entry with this formula, charge and spin: 0.0 kJ/mol
* frontier orbital gap (spin up / spin down): 4.8 / 4.7 eV
* highest occupied orbital energy (spin up / spin down): -12.68 / -12.67 eV
* largest force on an atom: 3.62 eV/Å

=====

7.
The following is a quantum chemistry calculation of a cluster of 6 separate species, C26H35F15O14 in total in a non-equilibrium geometry, from OMol25.

```
! RIJCOSX wB97M-V def2-TZVPD def2/J DEFGRID3
* xyz 0 1
O 5.091 -0.197 4.035
C 4.674 0.630 3.247
O 4.026 1.754 3.652
C 4.225 2.896 2.808
C 3.017 3.788 2.842
C 1.777 3.305 2.062
C 1.822 1.881 1.509
C 1.497 0.766 2.469
O 1.394 -0.380 2.072
O 1.208 1.071 3.745
H 4.777 0.479 2.171
H 4.452 2.620 1.787
H 5.085 3.445 3.167
H 2.776 4.011 3.871
H 3.336 4.730 2.418
H 1.540 3.970 1.248
H 0.942 3.342 2.740
H 2.729 1.654 0.985
H 1.035 1.803 0.772
H 1.851 1.684 4.116
C -1.004 -1.177 0.029
C -0.319 -0.561 -1.171
O -1.162 -0.656 -2.339
C -2.083 0.283 -2.425
O -2.266 1.180 -1.660
C -2.950 0.072 -3.675
F -3.268 -1.211 -3.845
F -2.313 0.493 -4.770
F -4.072 0.766 -3.535
H -1.289 -2.207 -0.185
H -0.334 -1.165 0.887
H -1.911 -0.627 0.286
H 0.589 -1.105 -1.406
H -0.051 0.478 -0.992
C 6.817 -1.132 -4.045
C 5.610 -1.774 -3.397
O 5.037 -0.910 -2.392
C 4.212 0.023 -2.823
O 3.890 0.248 -3.948
C 3.645 0.786 -1.617
F 4.604 1.077 -0.725
F 2.718 0.042 -1.004
F 3.082 1.927 -1.988
H 7.549 -0.850 -3.288
H 7.281 -1.828 -4.741
H 6.537 -0.232 -4.591
H 5.896 -2.678 -2.871
H 4.852 -2.040 -4.132
C -6.173 1.048 1.234
C -4.821 0.413 1.477
O -3.788 1.413 1.557
C -3.625 1.997 2.732
O -4.229 1.781 3.736
C -2.485 3.022 2.628
F -2.579 3.732 1.503
F -1.300 2.399 2.621
F -2.505 3.863 3.651
H -6.143 1.678 0.344
H -6.931 0.278 1.095
H -6.469 1.675 2.074
H -4.539 -0.223 0.641
H -4.817 -0.197 2.379
C 3.205 -5.504 1.054
C 3.759 -6.759 0.416
O 3.930 -6.585 -1.006
C 5.047 -5.992 -1.384
O 5.923 -5.589 -0.684
C 5.091 -5.909 -2.918
F 3.917 -5.526 -3.421
F 5.400 -7.096 -3.439
F 6.011 -5.029 -3.301
H 2.276 -5.207 0.568
H 3.007 -5.677 2.111
H 3.907 -4.676 0.967
H 3.061 -7.586 0.520
H 4.703 -7.058 0.868
C -5.859 2.272 -1.476
C -7.345 2.511 -1.615
O -8.067 1.846 -0.558
C -8.133 2.490 0.593
O -7.668 3.557 0.850
C -8.950 1.660 1.598
F -8.609 0.370 1.551
F -10.251 1.759 1.317
F -8.751 2.099 2.832
H -5.648 1.204 -1.440
H -5.320 2.706 -2.315
H -5.479 2.716 -0.556
H -7.723 2.080 -2.539
H -7.584 3.573 -1.620
*
```

Calculated values
* E_tot: -3563.1298 hartree
* frontier orbital gap: 10.9 eV
* highest occupied orbital energy: -10.53 eV
* largest force on an atom: 2.76 eV/Å
* SMILES string: CCOC(=O)C(F)(F)F.CCOC(=O)C(F)(F)F.CCOC(=O)C(F)(F)F.CCOC(=O)C(F)(F)F.CCOC(=O)C(F)(F)F.O=COCCCCC(=O)O